[1]
# C9H9N3O

One molecule with the formula C9H9N3O at a distorted geometry (ωB97M-V with the def2-TZVPD basis set, OMol25).

Calculated values
**DFT total energy**: -15994.5515 eV
**Maximum force**: 6.3 eV/Å
**HOMO**: -8.3 eV
**Structure (SMILES)**: Cc1nc2ccccc2n1NC=O
**HOMO-LUMO gap**: 8.88 eV
**Energy above the lowest of the compared OMol25 structures with the same formula, charge and spin**: 1.9979 eV

```
! RIJCOSX wB97M-V def2-TZVPD def2/J DEFGRID3
* xyz 0 1
C -1.00 -2.76 2.04
C -1.14 -1.37 2.58
C -0.42 -2.85 0.76
C -0.73 -0.24 1.82
C -0.05 -1.68 0.03
C -0.27 -0.42 0.57
C 0.81 2.97 -0.04
C 0.77 -0.13 -1.39
C 1.60 0.34 -2.52
N 0.58 -1.42 -1.14
N 0.19 0.54 -0.35
N 0.00 1.94 0.11
O 1.85 3.02 -0.65
H -1.22 -3.61 2.56
H -1.46 -1.23 3.57
H -0.13 -3.73 0.27
H -0.89 0.80 2.06
H 0.21 3.78 0.40
H 1.01 0.57 -3.34
H 2.28 -0.51 -2.72
H 2.03 1.41 -2.22
H -0.94 1.98 0.53
*
```

Here are the Löwdin charges for atoms 1 to 8, given in e: -0.0293, -0.0319, -0.0019, -0.0386, -0.2201, -0.2119, -0.3786, -0.3079

---

[2]
# C14H34O19S4

C14H34O19S4 as an isolated structure at a distorted geometry (ωB97M-V with the def2-TZVPD basis set, OMol25).

Calculated values
**DFT total energy**: -97307.3783 eV
**Maximum force**: 4.9 eV/Å
**HOMO**: -10.6 eV
**HOMO-LUMO gap**: 10.87 eV

```
! RIJCOSX wB97M-V def2-TZVPD def2/J DEFGRID3
* xyz 0 1
C -2.65 -2.01 -4.95
C -2.77 -0.62 -4.30
O -2.09 -0.75 -2.98
H -3.01 -2.78 -4.33
H -1.61 -2.32 -5.22
H -3.15 -1.92 -5.92
H -3.82 -0.33 -4.23
H -2.22 0.15 -4.83
H -2.49 -1.55 -2.55
C -2.85 2.37 -1.05
C -1.31 2.39 -1.03
O -0.74 1.04 -1.28
H -3.31 2.62 -2.00
H -3.22 3.15 -0.37
H -3.14 1.37 -0.78
H -0.93 2.55 -0.01
H -0.89 3.08 -1.74
H -1.28 0.63 -1.98
C 3.23 -0.55 0.92
C 1.98 0.20 0.65
O 1.58 -0.22 -0.72
H 4.00 -0.34 0.18
H 2.98 -1.59 1.00
H 3.60 -0.27 1.93
H 2.19 1.29 0.67
H 1.28 -0.04 1.33
H 0.84 0.41 -0.88
C -0.46 -2.11 -0.43
C 0.42 -3.05 -1.19
O 0.30 -4.34 -0.58
S -0.86 -4.38 0.44
O -0.31 -4.13 1.70
O -1.68 -5.51 0.03
O -1.57 -3.05 -0.02
H -0.99 -1.34 -0.91
H -0.01 -1.75 0.52
H 1.48 -2.72 -1.08
H 0.17 -3.01 -2.25
C 0.73 2.86 4.77
C 1.23 2.69 3.29
O 2.39 1.85 3.47
S 2.16 0.94 4.76
O 3.40 0.51 5.25
O 1.16 -0.02 4.45
O 1.55 2.03 5.65
H -0.32 2.51 4.86
H 0.73 3.81 5.28
H 1.59 3.63 2.94
H 0.37 2.27 2.67
C -1.13 -2.08 4.71
C -1.13 -1.48 3.23
O -1.56 -0.09 3.41
S -2.48 -0.05 4.70
O -3.71 -0.68 4.40
O -2.45 1.29 5.22
O -1.72 -1.11 5.58
H -0.11 -2.10 5.00
H -1.62 -3.02 4.94
H -1.86 -1.98 2.60
H -0.15 -1.41 2.83
C 2.92 0.74 -3.91
C 3.35 2.24 -3.91
O 2.11 2.99 -3.91
S 0.98 2.10 -4.62
O 1.11 2.14 -6.01
O -0.20 2.52 -4.03
O 1.46 0.71 -4.05
H 3.19 0.27 -2.95
H 3.53 0.27 -4.63
H 3.91 2.58 -4.75
H 3.92 2.43 -3.03
*
```

Here are the Löwdin charges for atoms 1 to 8, given in e: -0.0849, -0.2153, -0.1402, 0.0521, 0.0943, 0.0790, 0.1096, 0.1081

---

[3]
# C29H53Cl14NO5

A 8-piece molecular cluster, C29H53Cl14NO5 overall at a distorted geometry (ωB97M-V with the def2-TZVPD basis set, OMol25).

Calculated values
**DFT total energy**: -217976.0828 eV
**Maximum force**: 2.5 eV/Å
**HOMO (alpha / beta)**: -5.0 / -5.0 eV
**<S²>**: 0.754
**HOMO-LUMO gap (alpha / beta)**: 6.58 / 6.58 eV

```
! RIJCOSX wB97M-V def2-TZVPD def2/J DEFGRID3
* xyz -1 2
C 2.50 0.88 2.93
C 1.96 1.57 1.66
C 1.24 2.84 2.03
O 1.61 3.49 3.00
O 0.23 3.25 1.24
C -1.05 3.29 2.01
C -2.14 2.84 1.06
C -3.38 2.16 1.71
C -4.61 2.82 1.00
O -5.09 2.25 -0.02
O -5.00 3.91 1.46
C -3.58 2.40 3.22
C -3.23 1.25 4.20
C -4.31 1.34 5.32
C -1.88 1.46 4.95
N -3.37 -0.10 3.64
O -3.03 -1.01 4.48
C -2.80 -0.30 2.30
C -1.28 -0.34 2.25
C -3.27 -1.71 1.84
C -3.42 0.68 1.29
H 3.36 1.41 3.34
H 1.71 0.86 3.67
H 2.81 -0.15 2.76
H 1.32 0.84 1.17
H 2.82 1.78 1.04
H -1.16 4.32 2.31
H -0.90 2.65 2.87
H -1.70 2.21 0.30
H -2.48 3.73 0.52
H -4.63 2.62 3.35
H -3.07 3.29 3.59
H -4.53 2.38 5.53
H -5.22 0.87 4.94
H -4.02 0.79 6.20
H -1.50 2.45 4.77
H -1.15 0.69 4.73
H -2.05 1.41 6.02
H -0.95 -0.93 1.40
H -0.89 -0.83 3.14
H -0.80 0.64 2.20
H -4.15 -1.98 2.41
H -2.51 -2.44 2.09
H -3.48 -1.72 0.78
H -4.45 0.34 1.18
H -2.96 0.52 0.33
Cl 3.86 -0.79 0.57
C 4.76 0.05 -0.72
C 5.14 -0.88 -1.84
Cl 6.37 -2.07 -1.34
H 5.63 0.53 -0.28
H 4.10 0.83 -1.11
H 5.56 -0.32 -2.66
H 4.28 -1.43 -2.21
Cl 1.50 0.92 -2.87
C 2.34 1.74 -4.20
C 2.67 0.81 -5.34
Cl 3.90 -0.39 -4.88
H 3.24 2.20 -3.80
H 1.68 2.53 -4.56
H 3.07 1.38 -6.17
H 1.79 0.27 -5.69
Cl 10.10 -5.58 -4.58
C 10.49 -4.25 -3.45
C 9.26 -3.52 -2.97
Cl 8.48 -2.59 -4.27
H 11.18 -3.58 -3.95
H 11.00 -4.70 -2.60
H 9.54 -2.81 -2.19
H 8.52 -4.21 -2.57
Cl 2.38 -2.90 -3.71
C 2.17 -3.70 -2.12
C 0.77 -3.57 -1.58
Cl 0.37 -1.90 -1.10
H 2.91 -3.27 -1.44
H 2.40 -4.75 -2.27
H 0.67 -4.18 -0.68
H 0.03 -3.89 -2.30
Cl -4.93 -5.38 5.22
C -5.01 -4.27 6.61
C -3.69 -3.60 6.88
Cl -2.46 -4.75 7.48
H -5.36 -4.83 7.47
H -5.75 -3.51 6.36
H -3.81 -2.84 7.64
H -3.29 -3.12 5.98
Cl 3.87 1.73 -8.84
C 4.91 0.66 -9.81
C 4.71 -0.80 -9.50
Cl 5.32 -1.25 -7.88
H 5.94 0.96 -9.66
H 4.64 0.84 -10.86
H 5.27 -1.40 -10.21
H 3.66 -1.09 -9.55
Cl -9.89 1.92 -0.56
C -8.45 2.80 -1.15
C -8.74 4.25 -1.43
Cl -9.84 4.47 -2.83
H -8.08 2.29 -2.04
H -7.68 2.73 -0.38
H -7.82 4.77 -1.66
H -9.20 4.73 -0.57
*
```

Here are the Löwdin charges for atoms 1 to 8, given in e: -0.1215, -0.1714, -0.4940, 0.0995, -0.0214, -0.1237, -0.0786, -0.2960

---

[4]
# C6H11F

A 2-piece molecular cluster, C6H11F overall at a distorted geometry (ωB97M-V with the def2-TZVPD basis set, OMol25).

Calculated values
**DFT total energy**: -9115.4453 eV
**Maximum force**: 4.8 eV/Å
**HOMO**: -8.9 eV
**Structure (SMILES)**: C=CC(=C)CC.F
**HOMO-LUMO gap**: 9.61 eV
**Energy above the lowest of the compared OMol25 structures with the same formula, charge and spin**: 2.0263 eV

```
! RIJCOSX wB97M-V def2-TZVPD def2/J DEFGRID3
* xyz 0 1
C -0.64 -2.34 0.45
C 0.26 -1.32 0.51
C 0.57 1.24 1.43
C -0.15 -0.37 -1.84
C 1.17 0.96 -0.04
C 0.35 -0.32 -0.56
F -2.56 1.50 -1.43
H -0.60 -2.86 1.31
H -1.39 -2.70 -0.22
H 0.80 -1.31 1.42
H 1.30 1.11 2.21
H -0.36 0.79 1.77
H 0.37 2.32 1.47
H -0.59 -1.25 -2.17
H 0.01 0.53 -2.54
H -1.73 1.53 -1.00
H 2.18 0.69 -0.14
H 0.99 1.82 -0.62
*
```

Here are the Löwdin charges for atoms 1 to 8, given in e: 0.0539, -0.1469, -0.1034, 0.0391, -0.1454, -0.3076, -0.0810, 0.0074

---

[5]
# C4H10N2

A 2-piece molecular cluster, C4H10N2 overall (ωB97M-V with the def2-TZVPD basis set, OMol25).

Calculated values
**DFT total energy**: -7288.3404 eV
**Maximum force**: 0.9 eV/Å
**HOMO**: -9.5 eV
**Structure (SMILES)**: C=NC.C=NC
**HOMO-LUMO gap**: 10.59 eV
**Energy above the lowest of the compared OMol25 structures with the same formula, charge and spin**: 2.2791 eV

```
! RIJCOSX wB97M-V def2-TZVPD def2/J DEFGRID3
* xyz 0 1
C 1.86 0.82 0.50
C 2.73 -0.42 -1.24
N 1.94 -0.42 -0.26
H 1.85 0.65 1.57
H 2.71 1.50 0.32
H 0.96 1.36 0.23
H 2.83 -1.28 -1.90
H 3.30 0.44 -1.60
C -1.45 -0.30 0.93
C -3.35 -0.29 -0.42
N -2.86 0.03 0.70
H -1.38 -1.32 1.32
H -0.88 -0.27 0.00
H -1.08 0.41 1.66
H -4.39 -0.06 -0.64
H -2.78 -0.85 -1.17
*
```

Here are the Löwdin charges for atoms 1 to 8, given in e: -0.1658, -0.0873, -0.0803, 0.0731, 0.0691, 0.0672, 0.0621, 0.0725

---

[6]
# C6H15N

One molecule with the formula C6H15N (ωB97M-V with the def2-TZVPD basis set, OMol25).

Calculated values
**DFT total energy**: -7955.1204 eV
**Maximum force**: 0.9 eV/Å
**HOMO**: -8.5 eV
**Structure (SMILES)**: CCCNCCC
**HOMO-LUMO gap**: 9.69 eV
**Energy above the lowest of the compared OMol25 structures with the same formula, charge and spin**: 0.6461 eV

```
! RIJCOSX wB97M-V def2-TZVPD def2/J DEFGRID3
* xyz 0 1
C 0.22 -1.52 1.72
C 1.32 -2.45 1.23
C -0.89 -1.29 0.68
N -0.46 -0.54 -0.49
C -0.59 0.91 -0.36
C 0.33 1.64 -1.32
C -0.11 3.10 -1.51
H 0.64 -0.56 2.04
H -0.24 -2.00 2.59
H 0.98 -3.49 1.19
H 2.15 -2.44 1.93
H 1.69 -2.22 0.23
H -1.29 -2.25 0.38
H -1.67 -0.68 1.15
H 0.49 -0.76 -0.77
H -1.63 1.17 -0.53
H -0.32 1.22 0.66
H 0.44 1.14 -2.28
H 1.32 1.65 -0.87
H -0.64 3.45 -0.63
H 0.72 3.78 -1.71
H -0.76 3.21 -2.37
*
```

Here are the Löwdin charges for atoms 1 to 8, given in e: -0.2521, -0.1182, -0.2477, -0.0822, -0.2737, -0.2527, -0.1109, 0.0995